[1]
{
  "formula": "C2H4P2",
  "method": "the ωB97M-V functional and the def2-TZVPD basis",
  "elements": ["C", "C", "P", "P", "H", "H", "H", "H"],
  "coordinates": [[0.694277, -0.794409, -0.834011], [0.040339, 0.887123, 0.626978], [1.026276, 0.955196, -0.970989], [-0.260423, -0.992293, 0.633427], [1.057794, -1.490697, -1.594104], [0.705382, 1.352977, 1.523469], [-0.990018, 1.313778, 0.741508], [-2.273627, -1.231675, -0.126278]],
  "forces_ev_per_a": [[1.1, 2.3, -2.4], [-0.2, 1.4, 2.5], [-1.2, -3.5, 1.3], [-1.6, 0.4, -0.5], [-0.3, -0.2, 0.4], [-1.7, -1.3, -1.8], [1.0, 0.3, -0.5], [2.8, 0.6, 0.9]],
  "spin_multiplicity": 1,
  "e_lumo_ha": [-0.0447, -0.0449],
  "relative_energy_ev": 2.972,
  "homo_lumo_gap_ha": [0.26509, 0.26525],
  "homo_ev": [-8.4, -8.4]
}

[2]
{
  "formula": "C2H4P2S",
  "method": "the ωB97M-V functional and the def2-TZVPD basis",
  "elements": ["C", "C", "P", "P", "S", "H", "H", "H", "H"],
  "coordinates": [[0.524239, 0.534469, -0.335619], [-0.577579, -0.500958, -0.265304], [0.137687, 1.673225, -2.299752], [-0.865650, 0.254939, -3.342401], [-1.077405, -1.201274, -1.876423], [0.422141, 1.173216, 0.456036], [1.344895, 0.045996, -0.640832], [-0.324212, -1.466530, 0.306370], [-1.526805, -0.038357, 0.228043]],
  "forces_ev_per_a": [[-4.5, -0.2, -3.8], [-1.8, 0.1, 1.0], [0.3, -1.0, 1.8], [0.5, 0.5, 1.2], [-0.2, -0.8, -0.1], [0.7, 1.8, 1.8], [3.7, -1.0, -0.4], [-0.1, 1.5, -0.6], [1.5, -0.9, -0.8]],
  "spin_multiplicity": 1,
  "e_lumo_ha": -0.0226,
  "relative_energy_ev": 1.267,
  "homo_lumo_gap_ha": 0.28683,
  "homo_ev": -8.4
}

[3]
{
  "formula": "C2H4S",
  "method": "the ωB97M-V functional and the def2-TZVPD basis",
  "elements": ["C", "C", "S", "H", "H", "H", "H"],
  "coordinates": [[0.628123, -0.030257, 0.340979], [-0.606548, 0.137307, -0.416918], [-0.643412, 1.104829, 1.048550], [0.732614, -1.348914, 0.681052], [1.602214, 0.334331, 0.160846], [-0.476449, 0.660537, -1.281721], [-1.236542, -0.857832, -0.532788]],
  "forces_ev_per_a": [[-0.7, -4.9, 2.3], [-1.0, -3.3, -0.1], [0.6, -0.6, 0.8], [-0.3, 4.4, -0.3], [0.6, 0.7, -0.6], [-0.2, 1.4, -2.4], [1.1, 2.4, 0.4]],
  "spin_multiplicity": 1,
  "e_lumo_ha": 0.0349,
  "relative_energy_ev": 1.410,
  "homo_lumo_gap_ha": 0.36426,
  "homo_ev": -9.0
}

[4]
{
  "formula": "C2H4S2",
  "method": "the ωB97M-V functional and the def2-TZVPD basis",
  "elements": ["C", "C", "S", "S", "H", "H", "H", "H"],
  "coordinates": [[-0.460756, 0.236655, 0.000354], [0.950117, 0.582736, 0.161556], [-1.795834, 1.059559, -0.048427], [-0.693706, -1.926913, -0.153312], [0.995139, 1.673433, -0.142712], [1.489564, 0.323092, 1.070123], [1.497703, 0.229083, -0.752727], [-1.982228, -2.177646, -0.134853]],
  "forces_ev_per_a": [[-1.4, -3.5, 0.4], [1.0, 1.6, -2.8], [-0.1, 0.6, -0.1], [2.1, 2.1, 0.1], [0.0, -0.8, 1.3], [-0.4, 0.0, 0.0], [-0.3, -0.6, 1.0], [-0.9, 0.6, 0.1]],
  "spin_multiplicity": 1,
  "e_lumo_ha": -0.0161,
  "relative_energy_ev": 1.374,
  "homo_lumo_gap_ha": 0.30724,
  "homo_ev": -8.8
}

[5]
{
  "formula": "C2H4S3",
  "method": "the ωB97M-V functional and the def2-TZVPD basis",
  "elements": ["C", "C", "H", "H", "H", "H", "S", "S", "S"],
  "coordinates": [[0.858627, -0.314570, 0.124352], [-0.616122, -0.287993, -0.011130], [0.792682, 2.323093, -1.643775], [1.248387, 0.296195, 1.229562], [1.538574, -1.466702, 0.233272], [-2.528286, -0.255686, 1.494363], [1.455564, 0.700537, -1.703221], [-1.178834, 0.219671, 1.532776], [-1.570593, -1.214544, -1.256199]],
  "forces_ev_per_a": [[3.9, 0.7, 0.8], [-2.0, -4.1, -1.6], [1.4, -3.9, 0.3], [-1.1, -1.5, -3.7], [-2.5, 3.7, -1.0], [1.7, 0.7, -0.2], [-1.5, 2.1, 2.3], [-2.3, -0.3, 0.0], [2.4, 2.7, 3.1]],
  "spin_multiplicity": 1,
  "e_lumo_ha": -0.0487,
  "relative_energy_ev": 4.847,
  "homo_lumo_gap_ha": 0.27057,
  "homo_ev": -8.7
}

[6]
{
  "formula": "C2H4S3",
  "method": "the ωB97M-V functional and the def2-TZVPD basis",
  "elements": ["C", "C", "S", "S", "S", "H", "H", "H", "H"],
  "coordinates": [[-1.036732, -0.762941, 1.041275], [0.879180, 0.806337, -0.509843], [-0.201728, -0.576642, -0.653200], [1.972900, 0.924075, -1.860721], [0.855274, 1.976873, 0.649653], [-0.444372, -0.464686, 1.957931], [-1.097662, -1.826621, 1.200216], [1.068582, 0.246241, -2.778218], [-1.995441, -0.322637, 0.952907]],
  "forces_ev_per_a": [[2.0, -0.1, 0.0], [-0.8, 0.6, 0.7], [0.0, 0.0, 1.7], [-1.4, -0.9, -1.6], [0.2, -0.9, -0.4], [-0.5, 0.5, -1.5], [-0.4, -0.5, -0.5], [1.6, 0.8, 1.3], [-0.8, 0.5, 0.3]],
  "spin_multiplicity": 1,
  "e_lumo_ha": -0.0133,
  "relative_energy_ev": 0.580,
  "homo_lumo_gap_ha": 0.30839,
  "homo_ev": -8.8
}

[7]
{
  "formula": "C2H4Si",
  "method": "the ωB97M-V functional and the def2-TZVPD basis",
  "elements": ["C", "C", "Si", "H", "H", "H", "H"],
  "coordinates": [[-0.405969, -0.781706, -0.687611], [-1.044266, -0.164068, 0.296981], [0.720613, 0.491410, 0.185401], [-0.325972, -1.594288, -1.510845], [-2.004480, -0.290915, 0.740033], [1.410438, -0.271958, 1.274208], [1.232275, 1.818245, -0.025582]],
  "forces_ev_per_a": [[1.9, 0.2, -1.2], [1.1, 0.1, -1.0], [-1.8, -3.0, 0.9], [-0.8, 1.5, 1.8], [-0.6, 0.1, 0.3], [0.4, 0.6, -0.3], [-0.1, 0.6, -0.5]],
  "spin_multiplicity": 1,
  "e_lumo_ha": 0.0393,
  "relative_energy_ev": 0.608,
  "homo_lumo_gap_ha": 0.36865,
  "homo_ev": -9.0
}

[8]
{
  "formula": "C2H5B",
  "method": "the ωB97M-V functional and the def2-TZVPD basis",
  "elements": ["B", "C", "C", "H", "H", "H", "H", "H"],
  "coordinates": [[-0.668238, -0.546908, 0.954886], [0.686995, 0.254842, -1.175723], [0.132791, 0.261908, 0.024155], [-0.322173, -0.753883, 2.052262], [-2.170941, -1.106466, 0.987932], [1.229176, 1.120944, -1.431984], [0.867783, -0.582939, -1.767732], [0.244609, 1.352501, 0.356203]],
  "forces_ev_per_a": [[-4.2, -2.1, 1.6], [0.5, -0.1, 0.8], [0.0, 2.9, -0.9], [0.5, -0.1, 0.4], [3.4, 1.4, -0.8], [0.4, 0.9, -0.8], [-0.1, -1.4, -0.9], [-0.4, -1.5, 0.6]],
  "spin_multiplicity": 1,
  "e_lumo_ha": -0.0018,
  "relative_energy_ev": 1.857,
  "homo_lumo_gap_ha": 0.35209,
  "homo_ev": -9.6
}

[9]
{
  "formula": "C2H5B",
  "method": "the ωB97M-V functional and the def2-TZVPD basis",
  "elements": ["B", "C", "C", "H", "H", "H", "H", "H"],
  "coordinates": [[0.014705, 1.017852, 0.015963], [-0.857214, -0.272891, -0.008472], [0.743818, -0.279214, -0.023441], [0.260630, 2.241001, 0.032987], [-1.155706, -0.430728, 0.911205], [-1.323151, -0.710629, -0.867220], [1.185058, -0.695122, -0.908847], [1.131860, -0.870269, 0.847827]],
  "forces_ev_per_a": [[0.2, 1.5, -0.4], [3.4, 2.1, -4.2], [-0.3, -2.2, 1.5], [-0.7, -1.3, 0.0], [-2.1, -1.4, 4.3], [-0.6, 0.1, 0.0], [0.2, 0.2, -0.6], [-0.1, 1.1, -0.7]],
  "spin_multiplicity": 1,
  "e_lumo_ha": 0.0204,
  "relative_energy_ev": 1.004,
  "homo_lumo_gap_ha": 0.38206,
  "homo_ev": -9.8
}

[10]
{
  "formula": "C2H5BF2O2",
  "method": "the ωB97M-V functional and the def2-TZVPD basis",
  "elements": ["B", "C", "C", "O", "O", "F", "F", "H", "H", "H", "H", "H"],
  "coordinates": [[-1.300972, 0.145610, 0.422697], [1.009920, 0.593753, -0.867115], [-0.336141, 1.108728, -0.454160], [-1.269425, -1.159542, 0.096123], [-2.031053, 0.702669, 1.389005], [-0.027508, 2.363388, 0.573473], [-0.955966, 1.737210, -1.463407], [0.858759, -0.344671, -1.404494], [1.505069, 1.312038, -1.517858], [1.620751, 0.412129, 0.012641], [-1.810521, -1.769176, 0.599515], [-2.608465, 0.166051, 1.932583]],
  "forces_ev_per_a": [[0.5, 0.1, -0.1], [-0.1, -1.4, 0.1], [0.0, -2.3, -2.4], [0.6, -1.0, -0.5], [-0.8, 1.1, 0.9], [0.2, 2.5, 1.9], [-0.5, 1.0, 0.2], [0.4, -0.1, -0.1], [-0.2, 0.2, 0.1], [0.1, 0.0, 0.0], [0.0, 0.0, 0.2], [-0.1, -0.2, -0.2]],
  "spin_multiplicity": 3,
  "e_lumo_ha": [0.0048, -0.1590],
  "homo_lumo_gap_ha": [0.18485, 0.27765],
  "homo_ev": [-4.9, -11.9]
}

[11]
{
  "formula": "C2H5BO2",
  "method": "the ωB97M-V functional and the def2-TZVPD basis",
  "elements": ["B", "C", "C", "O", "O", "H", "H", "H", "H", "H"],
  "coordinates": [[0.674214, 0.455839, -0.013628], [-1.532255, -1.063733, 0.092843], [-1.015565, 0.128507, -0.141165], [1.067455, 1.729078, -0.248154], [1.501960, -0.577070, 0.249096], [-2.595512, -1.253407, 0.040301], [-0.908396, -1.904191, 0.352938], [-1.642317, 0.970853, -0.388689], [2.008844, 1.903043, -0.216080], [2.441573, -0.388918, 0.272538]],
  "forces_ev_per_a": [[-3.1, -0.6, -0.5], [-0.1, -0.2, 0.0], [3.1, 0.8, 0.4], [-0.1, 0.6, -0.1], [0.2, -0.6, 0.2], [-0.1, 0.0, 0.0], [0.1, -0.1, 0.1], [-0.2, 0.1, -0.1], [0.2, 0.0, 0.0], [0.1, 0.1, 0.0]],
  "spin_multiplicity": 1,
  "e_lumo_ha": 0.0092,
  "relative_energy_ev": 0.067,
  "homo_lumo_gap_ha": 0.37281,
  "homo_ev": -9.9
}

[12]
{
  "formula": "C2H5Br2N3",
  "method": "the ωB97M-V functional and the def2-TZVPD basis",
  "elements": ["C", "C", "N", "N", "N", "Br", "Br", "H", "H", "H", "H", "H"],
  "coordinates": [[-1.578639, 0.612992, 1.053569], [1.392134, -0.280647, -1.291108], [-0.927093, 1.557339, 1.389060], [0.297121, -0.905310, 0.739222], [0.534558, -0.868837, -0.531912], [-2.378692, 0.544310, -0.871029], [2.396890, 1.194378, -0.655259], [1.711381, -0.702352, -2.299239], [-0.942929, 2.415204, 0.810928], [-1.548651, -0.373676, 1.435087], [0.770875, -0.183125, 1.305488], [0.020086, -1.481962, -1.061382]],
  "forces_ev_per_a": [[-1.3, -1.3, -2.5], [1.9, 1.1, -1.9], [1.0, 3.5, 1.0], [-0.3, -0.5, 0.3], [2.3, 1.0, 2.0], [0.0, -0.1, 0.9], [-0.2, -0.6, 0.0], [-1.1, 0.8, 1.6], [0.1, -0.8, 0.4], [-0.8, -0.6, 0.5], [0.3, -0.3, -1.1], [-1.8, -2.3, -1.1]],
  "spin_multiplicity": 1,
  "e_lumo_ha": [0.0214, 0.0214],
  "relative_energy_ev": 1.666,
  "homo_lumo_gap_ha": [0.32242, 0.32252],
  "homo_ev": [-8.2, -8.2]
}